Here is a structure of composition C45H41CrF5NO3S2 from the Open Molecules 2025 dataset. Energies are from ωB97M-V/def2-TZVPD.

## Properties
Orbital gap (spin up / spin down) ... 6.469 / 6.543 eV
Charge ... -1
Spin multiplicity ... 5
HOMO level (spin up / spin down) ... -4.14 / -4.23 eV
⟨S²⟩ ... 6.02

The geometry in XYZ format:
```
98
Properties=species:S:1:pos:R:3:mulliken_spin:R:1
Cr -0.375 0.195 0.295 3.742
O -2.285 0.000 0.001 -0.047
C -3.131 -1.059 -0.161 0.043
C -2.417 -2.091 -1.085 0.007
C -1.191 -2.636 -0.421 0.069
C -1.202 -3.937 0.062 -0.016
C -0.073 -4.461 0.655 0.021
C 1.083 -3.706 0.618 -0.038
C 1.048 -2.427 0.083 0.035
C 2.320 -1.673 -0.151 -0.006
C 2.529 -0.555 0.912 0.020
O 1.575 0.412 0.721 0.058
C 2.437 -1.239 2.291 -0.047
C 1.402 -0.937 3.162 0.063
C 1.296 -1.586 4.389 0.027
C 2.233 -2.537 4.761 0.000
C 3.285 -2.834 3.899 0.001
C 3.385 -2.188 2.677 0.001
C 3.942 0.045 0.774 0.010
C 4.523 0.689 1.867 -0.002
C 5.761 1.304 1.767 0.001
C 6.463 1.268 0.569 -0.001
C 5.906 0.618 -0.522 0.000
C 4.656 0.017 -0.419 0.001
N -0.107 -1.833 -0.290 0.013
C -4.403 -0.495 -0.799 0.005
C -5.053 0.518 -0.088 0.002
C -6.106 1.217 -0.648 0.003
C -6.547 0.905 -1.934 -0.001
C -5.939 -0.126 -2.628 0.001
C -4.865 -0.816 -2.065 0.001
C -3.484 -1.768 1.170 -0.018
C -4.726 -2.369 1.365 0.000
C -5.032 -3.007 2.562 0.000
C -4.096 -3.060 3.585 0.001
C -2.847 -2.483 3.393 0.007
C -2.547 -1.848 2.197 -0.003
H -2.129 -1.542 -1.983 -0.009
H -3.086 -2.917 -1.338 0.002
H -2.110 -4.520 -0.027 0.000
H -0.076 -5.458 1.078 0.001
H 2.017 -4.097 0.996 0.000
H 2.246 -1.175 -1.118 0.008
H 3.157 -2.373 -0.154 -0.001
H 0.683 -0.179 2.876 -0.100
H 0.479 -1.335 5.056 0.000
H 2.154 -3.041 5.717 0.000
H 4.030 -3.568 4.183 0.000
H 4.218 -2.417 2.019 0.000
H 3.993 0.697 2.813 0.001
H 6.176 1.812 2.630 0.000
H 7.432 1.747 0.488 0.000
H 6.447 0.574 -1.459 0.000
H 4.249 -0.480 -1.290 0.002
H -4.699 0.760 0.908 -0.003
H -6.577 2.018 -0.091 0.000
H -7.353 1.468 -2.387 0.000
H -6.285 -0.389 -3.620 0.000
H -4.392 -1.604 -2.639 0.001
H -5.472 -2.327 0.580 0.000
H -6.007 -3.462 2.698 0.000
H -4.338 -3.540 4.526 0.000
H -2.101 -2.522 4.178 0.001
H -1.578 -1.386 2.072 0.039
F -4.389 5.701 -0.484 0.000
C -3.663 4.736 0.105 0.002
C -2.854 3.909 -0.643 -0.007
F -2.797 4.066 -1.973 0.000
C -2.103 2.935 -0.026 0.033
F -1.317 2.187 -0.830 0.050
C -2.118 2.718 1.356 0.001
S -1.155 1.533 2.191 -0.022
C -2.965 3.567 2.072 -0.009
F -3.067 3.436 3.402 0.000
C -3.717 4.555 1.470 -0.003
F -4.506 5.353 2.211 0.000
C 3.219 5.054 -1.521 0.000
C 2.390 3.892 -2.062 0.007
C 2.302 2.720 -1.097 0.034
S 1.150 3.040 0.320 0.013
O 0.518 4.377 0.019 -0.002
C 2.411 3.445 1.567 0.003
C 1.731 3.734 2.897 0.006
C 2.728 4.216 3.949 0.001
H 3.350 5.831 -2.278 0.000
H 4.208 4.712 -1.202 0.000
H 2.708 5.502 -0.669 0.000
H 2.822 3.534 -3.000 0.000
H 1.377 4.244 -2.267 0.001
H 3.272 2.434 -0.686 0.002
H 1.857 1.849 -1.582 -0.006
H 2.963 4.315 1.207 0.002
H 3.058 2.571 1.632 -0.004
H 1.231 2.829 3.242 0.000
H 0.960 4.492 2.740 0.000
H 3.502 3.462 4.123 0.000
H 2.224 4.411 4.897 0.000
H 3.218 5.139 3.627 0.000
```

Here is the ion C5H15N2 with charge +1 from the Open Molecules 2025 dataset. Energies are from ωB97M-V/def2-TZVPD.

## Properties
Relative energy (zero: lowest compared OMol25 entry of this formula, charge and spin) ... 56.88 kcal per mole
Orbital gap ... 11.523 eV
Charge ... +1
Structure (SMILES) ... CC[NH2+]CCNC
Spin multiplicity ... 1
HOMO level ... -14.31 eV

The geometry in XYZ format:
```
22
Properties=species:S:1:pos:R:3:lowdin_charge:R:1
C 2.802 0.810 -0.091 -0.076
C 1.761 -0.274 -0.530 -0.209
N 0.804 -0.591 0.533 0.013
C -0.456 -1.443 -0.113 -0.053
C -1.367 -0.403 -0.717 -0.288
N -1.314 0.835 0.026 -0.145
C -2.518 0.781 1.045 -0.053
H 2.836 1.846 -0.681 0.126
H 3.788 0.396 -0.394 0.073
H 3.018 1.099 0.939 0.070
H 2.317 -1.145 -0.872 0.130
H 1.108 0.205 -1.298 0.123
H 1.271 -1.077 1.248 0.139
H 0.227 0.301 0.873 0.182
H 0.070 -2.038 -0.915 0.132
H -0.806 -2.152 0.741 0.156
H -2.390 -0.725 -0.808 0.107
H -0.925 -0.270 -1.759 0.142
H -1.633 1.521 -0.703 0.138
H -3.412 0.435 0.347 0.105
H -2.730 1.896 1.340 0.120
H -2.453 -0.007 1.790 0.067
```

Here is a structure of composition C26H62O14S10Tl from the Open Molecules 2025 dataset. Energies are from ωB97M-V/def2-TZVPD.

## Properties
Relative energy (zero: lowest compared OMol25 entry of this formula, charge and spin) ... 164.84 kcal per mole
Orbital gap ... 2.895 eV
Charge ... +1
Spin multiplicity ... 1
HOMO level ... -9.97 eV

The geometry in XYZ format:
```
113
Properties=species:S:1:pos:R:3:lowdin_charge:R:1
Tl -1.646 7.242 1.955 0.980
C 0.253 -0.517 -0.170 0.161
C -0.458 0.686 0.215 -0.276
C -2.065 0.631 0.308 -0.285
O -2.676 1.623 0.602 0.142
C -2.671 -0.719 0.069 0.201
C -1.877 -1.839 -0.128 -0.273
C -0.361 -1.716 -0.236 -0.291
O 0.482 -2.708 -0.263 0.104
O -2.545 -2.957 -0.159 0.095
O 0.068 1.758 0.481 0.125
H 1.331 -0.535 -0.228 0.155
H -3.743 -0.792 0.184 0.146
C 1.896 6.073 -4.764 -0.280
S 0.107 6.311 -5.045 0.859
O -0.575 6.418 -3.643 -0.624
C 0.222 8.089 -5.619 -0.248
H 2.014 5.144 -4.206 0.045
H 2.411 6.788 -4.123 0.054
H 2.391 6.057 -5.735 0.053
H -0.751 8.557 -5.765 0.047
H 0.775 8.050 -6.557 0.047
H 0.636 8.713 -4.827 0.051
C 8.788 -3.611 -0.625 -0.265
S 9.184 -4.929 -1.853 0.822
O 9.169 -6.264 -1.090 -0.567
C 7.633 -4.776 -2.722 -0.292
H 8.696 -2.592 -0.998 0.050
H 9.578 -3.560 0.125 0.047
H 7.856 -3.889 -0.132 0.048
H 7.594 -3.761 -3.118 0.053
H 6.884 -4.970 -1.954 0.050
H 7.578 -5.582 -3.454 0.054
C -0.403 -5.995 5.061 -0.248
S -0.631 -4.961 6.596 0.835
O 0.673 -5.106 7.378 -0.569
C -0.683 -3.367 5.743 -0.301
H -1.268 -5.926 4.402 0.045
H -0.279 -7.023 5.401 0.045
H 0.499 -5.670 4.542 0.052
H -0.941 -2.543 6.408 0.043
H -1.355 -3.359 4.885 0.044
H 0.249 -3.020 5.297 0.053
C -6.774 -3.378 -4.981 -0.275
S -8.577 -3.781 -4.964 0.853
O -8.717 -5.321 -4.901 -0.579
C -8.756 -3.177 -3.218 -0.271
H -6.509 -2.470 -4.439 0.037
H -6.323 -3.371 -5.974 0.045
H -6.271 -4.154 -4.403 0.052
H -8.201 -3.784 -2.503 0.056
H -9.789 -3.300 -2.894 0.044
H -8.421 -2.140 -3.208 0.038
C -8.340 4.964 -0.544 -0.276
S -7.537 6.061 -1.748 0.837
O -6.307 6.664 -1.044 -0.597
C -6.984 4.699 -2.891 -0.253
H -8.400 5.548 0.374 0.047
H -7.721 4.073 -0.439 0.048
H -9.382 4.729 -0.758 0.055
H -6.528 5.135 -3.781 0.043
H -7.841 4.124 -3.242 0.053
H -6.201 4.130 -2.390 0.049
C 8.312 6.313 -2.285 -0.244
S 7.726 4.520 -2.299 0.835
O 8.958 3.639 -2.087 -0.576
C 6.882 4.630 -0.704 -0.296
H 8.891 6.541 -3.179 0.045
H 8.991 6.474 -1.448 0.050
H 7.429 6.933 -2.131 0.043
H 7.077 3.692 -0.184 0.046
H 5.795 4.711 -0.676 0.046
H 7.344 5.335 -0.013 0.049
C -1.522 -11.047 0.466 -0.273
S -2.169 -12.128 1.818 0.849
O -3.357 -12.829 1.154 -0.583
C -0.751 -13.241 1.710 -0.293
H -2.180 -10.193 0.309 0.042
H -1.343 -11.475 -0.521 0.061
H -0.611 -10.594 0.859 0.040
H -0.423 -13.518 0.709 0.060
H -0.933 -14.178 2.236 0.051
H 0.044 -12.759 2.280 0.046
C 2.983 -0.323 -6.012 -0.301
S 3.356 -0.049 -7.754 0.848
O 3.484 1.480 -8.042 -0.589
C 5.097 -0.748 -7.605 -0.250
H 3.765 0.172 -5.436 0.048
H 2.931 -1.397 -5.829 0.052
H 2.049 0.101 -5.645 0.048
H 5.110 -1.831 -7.478 0.048
H 5.689 -0.218 -6.859 0.049
H 5.708 -0.561 -8.488 0.046
C 3.435 3.203 6.295 -0.248
S 3.948 5.023 6.268 0.839
O 2.743 5.764 5.841 -0.594
C 3.938 5.220 8.105 -0.269
H 4.169 2.590 6.818 0.045
H 3.478 2.913 5.245 0.028
H 2.431 2.909 6.602 0.056
H 4.785 4.648 8.483 0.041
H 3.144 4.738 8.676 0.054
H 3.977 6.255 8.445 0.050
C -6.018 2.350 6.031 -0.260
S -4.791 3.385 6.964 0.828
O -3.849 4.246 6.120 -0.591
C -6.103 4.380 7.767 -0.268
H -6.587 2.987 5.353 0.049
H -6.656 1.893 6.788 0.050
H -5.572 1.519 5.484 0.045
H -5.743 5.342 8.134 0.055
H -6.727 3.811 8.455 0.058
H -6.792 4.670 6.974 0.039
```

Here is a structure of composition C18H17ClCuF5N2OS2 from the Open Molecules 2025 dataset. Energies are from ωB97M-V/def2-TZVPD.

## Properties
Relative energy (zero: lowest compared OMol25 entry of this formula, charge and spin) ... 0.00 kcal per mole
Orbital gap (spin up / spin down) ... 7.069 / 6.848 eV
Charge ... -1
Spin multiplicity ... 2
HOMO level (spin up / spin down) ... -4.26 / -4.55 eV
⟨S²⟩ ... 0.76

The geometry in XYZ format:
```
47
Properties=species:S:1:pos:R:3:mulliken_spin:R:1
Cu -0.570 -0.231 -0.725 0.606
Cl 0.115 -2.292 2.717 0.002
C 1.303 -1.057 2.395 0.046
C 2.600 -1.281 2.826 -0.024
C 3.586 -0.342 2.575 0.047
C 3.251 0.820 1.890 -0.028
C 1.951 1.029 1.470 0.041
C 0.923 0.100 1.703 -0.059
C -0.428 0.323 1.181 0.181
H 2.827 -2.201 3.349 -0.001
H 4.602 -0.520 2.903 0.005
H 4.009 1.564 1.677 -0.002
H 1.701 1.933 0.925 -0.003
H -0.654 1.391 1.096 -0.002
H -1.205 -0.191 1.738 -0.007
C 0.300 -4.700 -0.472 -0.002
N 0.118 -4.057 -1.754 0.003
C -1.029 -4.438 -2.573 0.000
C -1.142 -3.274 -3.572 0.001
N -0.190 -2.296 -3.061 0.009
C 0.420 -2.751 -1.969 0.007
S 1.399 -1.804 -0.955 0.035
H 0.373 -5.779 -0.619 0.000
H -0.540 -4.477 0.195 0.000
H 1.213 -4.331 -0.014 0.001
H -1.919 -4.515 -1.941 0.000
H -0.853 -5.399 -3.061 0.000
H -2.146 -2.849 -3.584 -0.001
H -0.873 -3.581 -4.585 0.000
H -0.363 -1.232 -3.081 -0.005
F -7.084 0.662 2.089 0.000
C -6.019 0.122 1.473 0.002
C -5.069 0.926 0.874 0.000
F -5.217 2.259 0.907 0.000
C -3.980 0.360 0.235 0.007
F -3.117 1.201 -0.348 0.006
C -3.773 -1.020 0.165 -0.003
S -2.421 -1.768 -0.626 0.091
C -4.761 -1.794 0.782 -0.005
F -4.666 -3.132 0.770 0.002
C -5.858 -1.250 1.420 -0.003
F -6.775 -2.045 1.994 0.000
C 0.416 1.049 -3.081 0.008
O -0.617 0.229 -2.627 0.030
H 0.314 2.082 -2.714 0.002
H 0.421 1.105 -4.180 0.002
H 1.411 0.690 -2.772 0.009
```

Here is a structure of composition C12H29Cl2FN3O2OsPS2 from the Open Molecules 2025 dataset. Energies are from ωB97M-V/def2-TZVPD.

## Properties
Relative energy (zero: lowest compared OMol25 entry of this formula, charge and spin) ... 0.00 kcal per mole
Orbital gap (spin up / spin down) ... 9.600 / 6.099 eV
Charge ... +2
Spin multiplicity ... 5
HOMO level (spin up / spin down) ... -15.31 / -15.38 eV
⟨S²⟩ ... 6.02

The geometry in XYZ format:
```
53
Properties=species:S:1:pos:R:3:mulliken_spin:R:1
Os 1.118 -1.362 -0.543 2.568
F 1.690 -2.599 0.748 0.133
Cl 4.719 -1.557 1.232 0.000
C 4.806 -2.058 -0.424 0.006
Cl 3.459 -1.348 -1.470 -0.010
H 4.708 -3.131 -0.525 0.000
H 5.696 -1.666 -0.903 0.000
C -3.391 -0.357 0.250 0.007
N -3.070 -1.718 -0.159 0.018
C -4.152 -2.689 0.032 -0.001
C -1.813 -2.096 -0.426 -0.023
N -0.775 -1.394 0.071 0.086
N -1.602 -3.176 -1.193 0.027
C -2.523 -3.550 -2.273 0.000
C -0.323 -3.864 -1.188 0.035
H -4.376 -0.107 -0.141 0.001
H -2.675 0.347 -0.169 -0.005
H -3.425 -0.264 1.340 0.000
H -4.608 -2.503 1.005 0.001
H -3.759 -3.700 0.029 0.000
H -4.916 -2.588 -0.738 0.001
H -1.055 -0.729 0.776 -0.009
H -3.251 -2.763 -2.436 0.000
H -3.036 -4.485 -2.052 0.001
H -1.943 -3.676 -3.188 0.000
H 0.043 -4.015 -0.176 -0.011
H 0.436 -3.340 -1.803 0.003
H -0.451 -4.838 -1.655 0.011
C 3.919 2.068 0.240 0.002
C 2.606 2.241 0.960 -0.018
C 2.613 1.725 2.378 0.001
O 1.537 1.441 0.257 0.065
P 0.676 1.827 -0.998 0.080
S 1.433 3.381 -2.073 0.923
S 0.666 0.253 -2.261 0.087
O -0.779 2.100 -0.534 0.002
C -1.354 3.182 0.323 -0.019
C -0.666 4.504 0.086 0.063
C -1.308 2.720 1.760 0.000
H 4.676 2.655 0.762 0.001
H 3.879 2.415 -0.790 -0.002
H 4.228 1.024 0.263 -0.005
H 2.261 3.276 0.916 0.005
H 2.716 0.639 2.381 -0.002
H 1.708 1.997 2.918 0.001
H 3.467 2.146 2.909 0.000
H -2.376 3.225 -0.046 0.001
H 0.381 4.484 0.401 -0.014
H -1.166 5.259 0.694 0.003
H -0.742 4.825 -0.953 -0.014
H -0.280 2.669 2.124 -0.001
H -1.776 1.743 1.879 0.001
H -1.853 3.429 2.383 0.000
```

Here is a structure of composition C5H6Br2 from the Open Molecules 2025 dataset. Energies are from ωB97M-V/def2-TZVPD.

## Properties
Relative energy (zero: lowest compared OMol25 entry of this formula, charge and spin) ... 88.01 kcal per mole
Orbital gap ... 9.369 eV
Charge ... 0
Spin multiplicity ... 1
HOMO level ... -9.13 eV

The geometry in XYZ format:
```
13
Properties=species:S:1:pos:R:3:lowdin_charge:R:1
C -1.535 -1.881 -0.699 -0.072
C -0.635 0.140 1.087 -0.047
C 0.189 1.251 0.943 -0.775
C -1.352 -1.671 0.611 -0.671
C 1.408 1.334 0.168 -0.223
Br 0.017 2.793 2.143 0.659
Br -1.904 -2.422 2.239 0.732
H -2.056 -2.796 -1.025 0.062
H -1.146 -1.218 -1.484 0.069
H -1.323 0.232 1.843 -0.034
H 1.533 2.382 -0.470 0.122
H 2.223 1.540 0.970 0.092
H 1.526 0.560 -0.635 0.085
```

Here is a cluster of 2 separate species, C6H16 in total from the Open Molecules 2025 dataset. Energies are from ωB97M-V/def2-TZVPD.

## Properties
Relative energy (zero: lowest compared OMol25 entry of this formula, charge and spin) ... 58.15 kcal per mole
Orbital gap ... 11.837 eV
Charge ... 0
Structure (SMILES) ... CCC.CCC
Spin multiplicity ... 1
HOMO level ... -10.78 eV

The geometry in XYZ format:
```
22
Properties=species:S:1:pos:R:3:lowdin_charge:R:1
C -0.503 2.846 -0.509 -0.122
C -1.244 1.463 -0.338 -0.287
C -1.902 1.081 -1.716 -0.118
H 0.468 2.652 -0.969 0.075
H -1.243 3.524 -0.900 0.063
H -0.326 3.169 0.499 0.050
H -2.007 1.640 0.337 0.059
H -0.411 0.793 0.028 0.076
H -1.787 0.004 -2.051 0.074
H -1.314 1.671 -2.458 0.058
H -2.930 1.480 -1.821 0.068
C 1.011 -2.954 0.104 -0.103
C 0.944 -1.485 0.560 -0.331
C 1.479 -1.150 1.972 -0.093
H 0.205 -3.286 -0.370 0.012
H 1.059 -3.456 1.098 0.082
H 2.028 -2.974 -0.359 0.089
H 1.592 -0.989 -0.277 0.127
H -0.100 -1.077 0.492 0.077
H 1.220 -1.541 2.826 0.006
H 2.427 -1.393 1.710 0.031
H 1.333 -0.019 2.145 0.106
```

Here is a cluster of 12 separate species, C6H36NO12 in total from the Open Molecules 2025 dataset. Energies are from ωB97M-V/def2-TZVPD.

## Properties
Relative energy (zero: lowest compared OMol25 entry of this formula, charge and spin) ... 89.37 kcal per mole
Orbital gap ... 9.189 eV
Charge ... -1
Spin multiplicity ... 1
HOMO level ... -6.48 eV

The geometry in XYZ format:
```
55
Properties=species:S:1:pos:R:3:lowdin_charge:R:1
C -0.859 1.122 -2.270 -0.262
O -0.134 1.637 -1.165 -0.125
C -0.694 -0.352 -2.595 -0.159
C -1.385 -1.208 -1.528 -0.174
C -0.861 -1.025 -0.100 -0.210
C -1.643 -1.761 0.954 -0.240
N -1.035 -1.847 2.323 -0.087
C 0.152 -0.961 2.557 -0.112
H -0.536 1.654 -3.207 0.127
H -1.898 1.398 -1.980 0.109
H 0.423 -0.374 -2.607 0.112
H -0.984 -0.539 -3.601 0.103
H -2.421 -0.882 -1.554 0.105
H -1.445 -2.279 -1.790 0.103
H 0.138 -1.477 -0.193 0.071
H -0.833 0.021 0.172 0.105
H -2.718 -1.571 1.070 0.080
H -1.774 -2.818 0.623 0.107
H -0.639 -2.781 2.381 0.086
H 0.668 -1.367 3.421 0.076
H 0.778 -0.817 1.690 0.037
H -0.187 0.040 2.861 0.070
H 1.992 -1.035 -0.678 0.019
H 2.615 -2.620 -1.208 0.018
O 1.770 -2.494 -0.750 -0.349
H -2.486 2.682 2.710 0.017
H -1.404 3.526 2.042 -0.005
O -1.635 3.110 2.890 -0.084
H 3.516 -1.563 1.298 -0.004
H 2.527 -2.625 0.965 0.021
O 3.480 -2.513 1.187 -0.087
H -3.306 -0.581 3.294 0.036
H -3.454 -0.210 1.800 -0.013
O -3.835 -0.063 2.671 -0.071
H 2.846 -0.246 -2.512 -0.001
H 2.513 0.993 -3.344 0.006
O 3.098 0.234 -3.320 -0.078
H 1.886 1.559 1.165 -0.001
H 1.329 2.471 2.320 0.041
O 1.992 2.398 1.627 -0.047
H -0.452 -4.005 -1.402 -0.003
H 0.641 -3.460 -0.572 -0.021
O -0.120 -4.172 -0.512 -0.151
H -2.671 2.321 -0.493 -0.008
H -3.737 1.802 0.399 0.029
O -3.535 2.578 -0.145 -0.049
H 3.627 2.892 -1.076 0.045
H 2.748 1.800 -0.694 -0.012
O 2.970 2.319 -1.494 -0.075
H -0.873 3.683 -0.719 0.036
H 0.300 3.303 0.207 0.021
O -0.607 3.626 0.196 -0.065
H 3.162 -0.433 0.112 0.028
H 0.580 0.977 -1.051 0.057
O 2.411 -0.068 -0.378 -0.173
```

Q: Number 1 is which compound?
A: C45H41CrF5NO3S2